Record 1
45
Properties=species:S:1:pos:R:3 method="wB97M-V/def2-TZVPD" e_tot_ha=-2161.64390 e_homo_ev=-8.445 largest_force_ev_per_a=1.4 gap_ev=7.82
O 2.340 2.398 2.106
C 2.105 1.598 1.223
N 3.082 0.891 0.593
C 2.869 -0.008 -0.463
C 1.973 0.298 -1.486
C 1.749 -0.600 -2.511
C 2.437 -1.801 -2.543
C 3.369 -2.079 -1.561
C 3.606 -1.194 -0.516
C 4.677 -1.512 0.494
C 4.671 -0.553 1.681
C 4.409 0.863 1.179
H 4.425 1.592 1.991
H 5.146 1.147 0.421
H 5.623 -0.597 2.211
H 3.879 -0.824 2.383
H 4.562 -2.542 0.838
H 5.644 -1.451 -0.017
H 3.932 -3.001 -1.598
H 2.264 -2.507 -3.340
H 1.047 -0.353 -3.294
H 1.472 1.253 -1.485
C 0.705 1.251 0.847
N -0.140 2.155 0.351
N -1.301 1.542 0.250
C -2.468 2.041 -0.214
C -3.572 1.240 -0.220
C -3.449 -0.100 0.256
N -2.302 -0.576 0.695
C -1.240 0.210 0.700
C 0.079 0.024 1.088
H 0.511 -0.868 1.487
C -4.573 -0.996 0.279
C -5.877 -0.790 -0.101
C -6.681 -1.925 0.081
C -5.987 -2.979 0.595
S -4.337 -2.611 0.869
H -6.357 -3.958 0.830
H -7.729 -1.960 -0.158
H -6.248 0.138 -0.496
H -4.511 1.618 -0.582
C -2.469 3.469 -0.682
F -1.583 3.675 -1.670
F -3.667 3.814 -1.189
Cl -2.086 4.568 0.677

=====

Record 2
48
Properties=species:S:1:pos:R:3 method="wB97M-V/def2-TZVPD" e_tot_ha=-2483.61508 e_homo_ev="0.617 / -1.590" largest_force_ev_per_a=0.7 charge=-2 spin_multiplicity=2 gap_ev="3.66 / 5.86" de_lowest_kcal_mol=3.93
Mg 0.058 -0.070 1.699
Cl 5.741 3.834 -0.754
C 4.533 2.617 -0.302
C 4.916 1.295 -0.152
C 3.950 0.361 0.197
C 2.596 0.689 0.407
O 1.749 -0.235 0.715
C 2.223 2.076 0.238
C 0.879 2.579 0.363
N -0.174 1.824 0.663
C -1.437 2.292 0.630
C -1.856 3.590 0.256
C -3.210 3.924 0.238
C -4.206 3.032 0.570
C -3.840 1.708 0.952
C -4.770 0.721 1.310
C -4.353 -0.536 1.677
C -2.986 -0.805 1.688
N -2.081 0.090 1.343
C -2.472 1.337 0.985
C 3.221 2.999 -0.111
H 5.948 1.003 -0.300
H 4.216 -0.680 0.333
H 0.753 3.644 0.173
H -1.122 4.329 -0.028
H -3.487 4.933 -0.055
H -5.252 3.313 0.555
H -5.827 0.971 1.307
H -5.053 -1.303 1.981
H -2.600 -1.760 2.023
H 2.944 4.040 -0.238
O -1.610 -0.663 4.613
S -0.201 -0.593 4.231
O 0.715 -0.881 5.321
O 0.104 0.721 3.553
O 0.039 -1.567 3.056
O -0.538 -1.966 -0.359
N -0.168 -3.180 -0.258
C -0.313 -4.020 -1.318
C 0.090 -5.335 -1.252
C 0.655 -5.830 -0.087
C 0.792 -4.962 0.984
C 0.385 -3.647 0.899
H -0.757 -3.542 -2.178
H -0.047 -5.956 -2.127
H 0.978 -6.860 -0.018
H 1.220 -5.280 1.925
H 0.446 -2.932 1.714

=====

Record 3
47
Properties=species:S:1:pos:R:3 method="wB97M-V/def2-TZVPD" e_tot_ha=-2139.18719 e_homo_ev=-4.337 largest_force_ev_per_a=1.4 charge=-1 gap_ev=7.20 de_lowest_kcal_mol=7.40
Pb 0.872 -0.098 -1.018
N 3.931 -1.656 2.140
C 2.902 -1.150 1.381
S 3.225 -1.122 -0.321
N 1.833 -0.816 2.010
N 0.749 -0.345 1.341
C -0.213 0.014 2.137
C -1.499 0.545 1.853
C -2.278 0.926 2.963
C -3.535 1.455 2.839
C -4.082 1.604 1.561
C -3.366 1.237 0.457
C -2.045 0.709 0.536
O -1.439 0.404 -0.538
H 4.822 -1.638 1.669
H 3.945 -1.346 3.101
H 0.009 -0.100 3.202
H -1.853 0.800 3.951
H -4.099 1.759 3.711
H -5.074 2.021 1.446
H -3.773 1.348 -0.539
C -1.602 -3.793 0.242
C -0.953 -3.371 -1.043
C -1.655 -2.619 -1.976
C -1.060 -2.234 -3.164
C 0.245 -2.606 -3.441
C 0.954 -3.359 -2.519
C 0.355 -3.740 -1.330
H -2.102 -4.754 0.106
H -2.343 -3.061 0.558
H -0.863 -3.900 1.033
H -2.670 -2.317 -1.761
H -1.608 -1.623 -3.865
H 0.712 -2.303 -4.367
H 1.983 -3.623 -2.709
H 0.916 -4.321 -0.611
F 0.741 2.569 -3.045
C 1.274 3.084 -1.915
C 1.555 2.246 -0.844
C 2.122 2.882 0.251
F 2.457 2.174 1.345
C 2.392 4.246 0.296
F 2.956 4.810 1.384
C 2.083 5.040 -0.800
F 2.333 6.365 -0.783
C 1.520 4.450 -1.920
F 1.228 5.204 -3.002

=====

Record 4
62
Properties=species:S:1:pos:R:3 method="wB97M-V/def2-TZVPD" e_tot_ha=-5423.35270 e_homo_ev=-8.274 largest_force_ev_per_a=3.2 gap_ev=6.45 de_lowest_kcal_mol=13.09
Ta -0.843 1.676 0.220
S -3.220 1.648 0.646
S -4.455 1.539 -0.988
S -3.338 0.236 -2.105
S -1.649 1.365 -2.172
F 1.053 3.804 -3.036
C 2.189 3.599 -2.400
F 2.885 2.653 -3.007
F 2.886 4.722 -2.345
S 1.863 3.057 -0.666
O 0.824 1.954 -0.902
O 3.103 2.684 -0.101
N 1.158 4.354 -0.070
S -0.407 4.457 0.142
O -0.950 4.052 1.429
O -1.139 3.756 -0.930
C -0.647 6.276 -0.064
F -1.910 6.535 0.224
F -0.383 6.598 -1.319
F 0.161 6.925 0.754
F -0.086 0.308 4.891
C 0.713 0.496 3.856
F 1.936 0.808 4.266
F 0.757 -0.594 3.123
S 0.085 1.944 2.907
O -1.144 1.364 2.197
O -0.097 2.957 3.871
O 1.001 2.117 1.750
C -1.947 -3.410 -3.915
C -2.393 -3.715 -2.639
C -1.947 -2.973 -1.550
C -1.054 -1.912 -1.711
C -0.596 -1.641 -3.005
C -1.040 -2.372 -4.096
Si -0.395 -1.017 -0.191
C -1.035 -2.013 1.270
C -2.238 -1.739 1.920
C -2.662 -2.500 3.003
C -1.881 -3.551 3.462
C -0.684 -3.848 2.822
C -0.270 -3.087 1.738
C 1.479 -1.296 -0.326
C 1.979 -2.273 -1.195
C 3.342 -2.518 -1.306
C 4.248 -1.791 -0.548
C 3.779 -0.820 0.325
C 2.416 -0.584 0.429
H -2.292 -3.985 -4.765
H -3.087 -4.532 -2.486
H -2.312 -3.224 -0.563
H 0.127 -0.851 -3.166
H -0.676 -2.134 -5.088
H -2.864 -0.921 1.580
H -3.602 -2.270 3.489
H -2.201 -4.136 4.315
H -0.073 -4.672 3.169
H 0.668 -3.331 1.251
H 1.299 -2.859 -1.800
H 3.694 -3.279 -1.991
H 5.310 -1.980 -0.636
H 4.472 -0.239 0.921
H 2.092 0.184 1.115

=====

Record 5
42
Properties=species:S:1:pos:R:3 method="wB97M-V/def2-TZVPD" e_tot_ha=-1203.39686 e_homo_ev=-8.712 largest_force_ev_per_a=1.1 gap_ev=8.97
O -1.813 -2.143 -2.340
C -0.887 -1.878 -1.603
N 0.118 -2.789 -1.402
C 1.204 -2.738 -0.526
C 1.101 -2.168 0.742
C 2.198 -2.127 1.581
C 3.393 -2.678 1.154
C 3.512 -3.282 -0.085
C 2.413 -3.310 -0.921
H 2.488 -3.776 -1.892
H 4.452 -3.719 -0.382
F 4.465 -2.637 1.970
H 2.131 -1.686 2.562
H 0.158 -1.767 1.080
H 0.077 -3.589 -2.022
C -0.712 -0.567 -0.952
C 0.381 0.263 -1.081
N 0.089 1.418 -0.440
N -1.130 1.377 0.094
C -1.649 0.198 -0.201
C -2.973 -0.184 0.260
C -3.340 -1.517 0.436
C -4.622 -1.795 0.882
N -5.519 -0.865 1.161
C -5.166 0.401 1.004
C -3.918 0.797 0.561
H -3.665 1.838 0.440
H -5.930 1.129 1.246
H -4.948 -2.816 1.027
H -2.648 -2.319 0.235
C 0.885 2.560 -0.288
C 2.160 2.640 -0.837
C 2.909 3.790 -0.663
C 2.400 4.860 0.053
C 1.130 4.778 0.601
C 0.372 3.635 0.433
H -0.618 3.551 0.852
H 0.728 5.607 1.161
H 2.991 5.753 0.183
H 3.898 3.847 -1.092
H 2.576 1.817 -1.398
H 1.306 0.093 -1.592

=====

Record 6
43
Properties=species:S:1:pos:R:3 method="wB97M-V/def2-TZVPD" e_tot_ha=-1460.49673 e_homo_ev="-16.690 / -16.706" largest_force_ev_per_a=2.0 charge=+3 spin_multiplicity=2 gap_ev="4.69 / 4.49"
Tc 0.242 0.061 -1.449
C -3.399 -1.734 -2.937
C -2.337 -0.852 -2.775
N -1.561 -0.849 -1.681
C -1.829 -1.747 -0.684
C -2.884 -2.668 -0.769
C -3.673 -2.647 -1.940
C -3.107 -3.533 0.331
C -2.318 -3.445 1.459
C -1.295 -2.502 1.556
C -1.029 -1.642 0.492
N -0.113 -0.613 0.400
C 0.255 0.270 1.408
C 0.466 0.030 2.760
C 0.702 1.097 3.632
C 0.700 2.400 3.190
C 0.500 2.687 1.818
C 0.435 3.990 1.278
C 0.182 4.162 -0.066
C 0.027 3.045 -0.880
N 0.113 1.801 -0.402
C 0.320 1.609 0.935
H -3.992 -1.695 -3.839
H -2.104 -0.128 -3.548
H -4.497 -3.344 -2.042
H -3.914 -4.254 0.281
H -2.494 -4.113 2.290
H -0.697 -2.478 2.455
H 0.491 -0.975 3.154
H 0.874 0.886 4.679
H 0.843 3.217 3.887
H 0.573 4.847 1.926
H 0.109 5.149 -0.501
H -0.167 3.157 -1.941
I 6.132 -1.426 -0.257
C 4.466 -0.423 -0.995
C 4.461 0.633 -1.900
N 3.187 0.983 -2.109
N 2.342 0.219 -1.381
C 3.126 -0.646 -0.705
H 5.287 1.133 -2.381
H 2.863 1.723 -2.712
H 2.713 -1.386 -0.038

=====

Record 7
44
Properties=species:S:1:pos:R:3 method="wB97M-V/def2-TZVPD" e_tot_ha=-2766.04309 e_homo_ev=-2.740 largest_force_ev_per_a=0.6 charge=-1 gap_ev=4.49
K 0.240 -0.122 0.586
N 2.537 -0.246 -2.787
P 2.906 -0.532 -1.119
C 4.586 -1.228 -1.375
C 4.797 -2.322 -2.220
C 6.068 -2.838 -2.395
C 7.147 -2.282 -1.718
C 6.946 -1.204 -0.869
C 5.672 -0.679 -0.701
C 2.046 -2.113 -0.770
C 1.035 -2.666 -1.546
C 0.415 -3.841 -1.143
C 0.795 -4.468 0.032
C 1.805 -3.922 0.812
C 2.420 -2.748 0.416
C 1.593 0.724 -3.082
C 1.555 1.377 -4.316
C 0.563 2.311 -4.534
C -0.356 2.571 -3.521
C -0.232 1.880 -2.334
N 0.720 0.971 -2.105
H 3.285 -0.357 -3.452
H 3.950 -2.782 -2.718
H 6.222 -3.690 -3.046
H 8.140 -2.693 -1.847
H 7.784 -0.773 -0.337
H 5.513 0.165 -0.040
H 0.719 -2.175 -2.459
H -0.388 -4.258 -1.738
H 0.288 -5.367 0.356
H 2.098 -4.397 1.739
H 3.202 -2.306 1.027
H 2.295 1.150 -5.074
H 0.505 2.838 -5.477
H -1.153 3.288 -3.659
H -0.926 2.049 -1.517
S -0.869 0.826 3.204
C -2.205 -0.243 3.479
C -2.973 0.074 4.641
N -3.570 0.358 5.587
C -2.606 -1.331 2.736
S -1.887 -1.978 1.298
C -3.759 -2.050 3.177
N -4.691 -2.653 3.492

=====

Record 8
45
Properties=species:S:1:pos:R:3 method="wB97M-V/def2-TZVPD" e_tot_ha=-1747.62465 e_homo_ev=-7.346 largest_force_ev_per_a=2.4 gap_ev=5.86 de_lowest_kcal_mol=170.41
C -2.862 -1.319 5.283
C -3.883 -1.353 4.307
C -3.578 -1.636 2.971
C -2.252 -1.891 2.576
C -2.019 -2.174 1.113
C -0.647 -2.227 0.636
N -0.306 -2.917 -0.548
C -1.197 -2.930 -1.597
C -0.889 -3.451 -2.847
C 0.387 -3.916 -3.089
C 1.357 -3.870 -2.082
C 1.024 -3.335 -0.795
C 2.004 -3.274 0.208
C 3.284 -3.793 -0.022
C 3.619 -4.324 -1.289
C 2.674 -4.361 -2.298
O -3.007 -2.184 0.356
C -1.236 -1.834 3.546
C -1.534 -1.578 4.891
H -3.101 -1.132 6.338
H -4.924 -1.162 4.590
H -4.367 -1.652 2.218
H 0.202 -1.936 1.291
H -2.166 -2.500 -1.392
H -1.682 -3.486 -3.591
H 0.658 -4.353 -4.047
H 1.797 -2.840 1.185
H 4.011 -3.783 0.789
H 4.630 -4.704 -1.459
H 2.913 -4.774 -3.278
H -0.201 -2.039 3.280
H -0.719 -1.577 5.623
O -4.430 3.060 -0.080
N -3.809 2.245 -0.797
O -4.111 2.015 -1.994
C -2.697 1.514 -0.282
C -2.209 1.564 0.996
C -1.142 0.651 1.058
N -0.273 0.594 2.190
O 0.738 -0.155 2.137
O -0.546 1.272 3.194
C -0.900 -0.117 -0.099
S -1.873 0.426 -1.392
H -2.556 2.216 1.800
H 0.033 -0.605 -0.359

=====

Record 9
48
Properties=species:S:1:pos:R:3 method="wB97M-V/def2-TZVPD" e_tot_ha=-4923.01590 e_homo_ev="-11.582 / -11.650" largest_force_ev_per_a=0.5 charge=+1 spin_multiplicity=2 gap_ev="6.85 / 7.53" de_lowest_kcal_mol=4.75
V 0.482 -0.595 -0.452
C 1.544 1.772 2.791
C 2.486 1.285 1.751
N 2.168 0.600 0.668
C 3.337 0.376 -0.014
C 4.385 0.929 0.661
N 3.821 1.499 1.767
C 5.857 1.029 0.451
O 6.351 0.456 -0.628
O 6.516 1.623 1.261
C 3.248 -0.430 -1.239
O 4.186 -0.728 -1.931
O 1.983 -0.791 -1.481
H 0.556 1.362 2.600
H 1.485 2.861 2.779
H 1.868 1.462 3.784
H 4.366 1.997 2.458
H 5.672 0.006 -1.177
O -0.357 -0.688 1.106
C -1.605 -0.347 1.479
C -2.186 -1.002 2.560
C -3.460 -0.667 2.973
C -4.171 0.334 2.315
C -3.593 0.993 1.253
C -2.305 0.671 0.816
C -1.678 1.396 -0.280
N -0.545 1.067 -0.902
C -0.284 2.020 -1.866
C -1.273 2.943 -1.825
N -2.133 2.535 -0.832
H -1.616 -1.777 3.056
H -3.906 -1.188 3.809
H -5.172 0.592 2.632
H -4.165 1.758 0.741
H 0.581 1.965 -2.504
H -1.438 3.833 -2.404
H -2.962 3.027 -0.543
Br -3.209 -4.891 -3.889
C -2.206 -3.642 -2.896
C -1.747 -2.489 -3.520
C -1.020 -1.569 -2.785
C -0.737 -1.797 -1.436
C -1.214 -2.962 -0.830
C -1.947 -3.888 -1.557
H -1.959 -2.319 -4.566
H -0.662 -0.674 -3.284
H -1.025 -3.157 0.220
H -2.317 -4.790 -1.090

=====

Record 10
44
Properties=species:S:1:pos:R:3 method="wB97M-V/def2-TZVPD" e_tot_ha=-1692.01719 e_homo_ev="-10.625 / -10.625" largest_force_ev_per_a=0.7 charge=+1 gap_ev="6.69 / 6.69"
Pd 0.133 -0.103 -0.105
Cl 2.387 -4.649 4.990
C 1.581 -3.530 3.941
C 0.215 -3.275 4.114
C -0.441 -2.396 3.291
C 0.227 -1.723 2.250
O -0.501 -0.913 1.511
C 1.617 -1.964 2.097
C 2.451 -1.327 1.118
N 2.116 -0.331 0.375
C 2.963 0.173 -0.644
C 4.330 0.138 -0.640
C 5.062 0.660 -1.729
C 4.426 1.229 -2.794
C 3.013 1.307 -2.813
C 2.277 1.899 -3.867
C 0.916 1.970 -3.793
C 0.266 1.436 -2.667
N 0.921 0.859 -1.687
C 2.291 0.781 -1.732
C 2.264 -2.892 2.946
H -0.324 -3.788 4.901
H -1.496 -2.197 3.420
H 3.447 -1.753 0.995
H 4.863 -0.272 0.208
H 6.141 0.616 -1.702
H 4.988 1.646 -3.620
H 2.807 2.302 -4.721
H 0.327 2.425 -4.577
H -0.811 1.484 -2.566
H 3.322 -3.082 2.815
N -1.797 -5.332 -3.239
C -1.452 -4.176 -2.629
C -0.627 -3.231 -3.259
C -0.317 -2.066 -2.602
N -0.751 -1.767 -1.372
C -1.524 -2.677 -0.761
C -1.893 -3.869 -1.333
H -1.519 -5.521 -4.184
H -2.426 -5.978 -2.799
H -0.237 -3.411 -4.252
H 0.315 -1.331 -3.086
H -1.853 -2.424 0.239
H -2.516 -4.560 -0.782